DFT (wB97M-V/def2-TZVPD) results for C42H36BCl5N6OP2Ti as an isolated structure.

Geometry (Å):
Ti -0.260 0.968 0.473
C 2.093 4.329 2.187
C 1.760 2.972 2.107
N 0.767 2.793 1.237
N 0.449 4.008 0.757
C 1.232 4.951 1.311
B -0.637 4.162 -0.315
N -0.238 3.341 -1.562
C -0.132 3.780 -2.826
C 0.163 2.705 -3.633
C 0.226 1.621 -2.757
N -0.005 2.013 -1.504
N -1.971 3.593 0.226
C -3.128 4.227 0.462
C -4.028 3.315 0.974
C -3.317 2.114 1.016
N -2.079 2.291 0.557
H 2.846 4.789 2.803
H 2.192 2.126 2.615
H 1.122 5.987 1.041
H -0.773 5.319 -0.613
H -0.280 4.821 -3.059
H 0.317 2.702 -4.698
H 0.434 0.590 -2.977
H -3.229 5.279 0.253
H -5.046 3.492 1.272
H -3.640 1.140 1.351
Cl 1.314 -2.241 6.989
C 1.309 -1.512 5.427
C 0.128 -1.031 4.876
Cl -1.350 -1.130 5.757
C 0.133 -0.467 3.610
Cl -1.299 0.232 2.931
C 1.287 -0.387 2.809
O 1.270 0.061 1.604
C 2.485 -0.811 3.431
Cl 3.948 -0.566 2.554
C 2.495 -1.372 4.698
Cl 3.977 -1.915 5.386
C -0.340 -2.107 -2.754
C 1.186 -1.960 -2.671
P 1.703 -0.945 -1.193
C 2.656 -2.194 -0.250
C 2.021 -2.839 0.809
C 2.676 -3.814 1.546
C 3.987 -4.148 1.236
C 4.633 -3.505 0.188
C 3.971 -2.534 -0.553
C 3.021 0.171 -1.779
C 3.669 0.127 -3.009
C 4.640 1.070 -3.326
C 4.981 2.056 -2.412
C 4.351 2.097 -1.174
C 3.373 1.166 -0.862
C -0.999 -2.565 -1.439
P -1.759 -1.149 -0.521
C -3.107 -0.715 -1.688
C -4.080 -1.648 -2.053
C -5.076 -1.314 -2.956
C -5.112 -0.040 -3.512
C -4.150 0.893 -3.160
C -3.152 0.557 -2.252
C -2.641 -1.990 0.841
C -1.952 -2.888 1.656
C -2.538 -3.403 2.802
C -3.827 -3.029 3.151
C -4.532 -2.155 2.337
C -3.946 -1.640 1.187
H -0.578 -2.821 -3.546
H -0.791 -1.164 -3.076
H 1.559 -1.519 -3.597
H 1.652 -2.942 -2.584
H 1.022 -2.526 1.084
H 2.174 -4.292 2.378
H 4.510 -4.894 1.818
H 5.660 -3.753 -0.046
H 4.488 -2.023 -1.356
H 3.430 -0.642 -3.732
H 5.133 1.032 -4.290
H 5.735 2.791 -2.662
H 4.612 2.864 -0.456
H 2.872 1.200 0.101
H -0.270 -3.051 -0.786
H -1.783 -3.300 -1.623
H -4.073 -2.638 -1.612
H -5.827 -2.045 -3.227
H -5.890 0.223 -4.216
H -4.172 1.887 -3.589
H -2.399 1.288 -1.983
H -0.940 -3.179 1.406
H -1.982 -4.086 3.431
H -4.280 -3.419 4.053
H -5.544 -1.870 2.596
H -4.510 -0.966 0.553

Force components x, y, z for each atom (eV/Å):
Ti 0.0 -0.6 -0.5
C 0.1 0.0 0.1
C -0.1 0.1 -0.1
N 0.1 0.0 0.1
N 0.0 0.2 0.0
C -0.1 -0.1 -0.1
B 0.0 0.0 0.0
N 0.1 0.2 -0.1
C -0.1 0.0 0.1
C 0.1 -0.2 -0.2
C 0.1 0.2 0.1
N -0.1 0.0 -0.2
N 0.0 0.1 -0.1
C 0.1 -0.1 0.0
C -0.1 -0.1 0.1
C 0.0 0.2 -0.1
N 0.1 -0.1 0.2
H 0.0 0.0 0.0
H 0.0 0.0 0.0
H 0.0 0.0 0.0
H 0.0 -0.1 0.0
H 0.0 0.0 0.0
H 0.0 0.0 0.0
H 0.0 0.0 0.0
H 0.0 0.0 0.0
H 0.0 0.0 0.0
H 0.0 0.0 0.0
Cl 0.0 0.0 0.0
C 0.1 0.0 0.0
C -0.1 0.0 0.0
Cl 0.0 0.0 0.0
C 0.0 0.0 0.0
Cl -0.1 0.0 0.0
C 0.1 0.0 0.0
O -0.1 0.1 0.3
C 0.1 0.0 0.0
Cl 0.0 0.0 0.0
C -0.1 0.0 0.0
Cl 0.0 0.0 0.0
C 0.0 0.0 0.0
C 0.0 0.1 0.0
P -0.1 0.0 0.1
C 0.0 0.0 0.1
C 0.0 0.1 0.0
C 0.0 0.0 0.0
C 0.0 0.0 0.0
C 0.0 0.0 0.0
C 0.0 0.0 0.0
C 0.1 0.0 0.1
C 0.0 0.0 0.0
C 0.0 0.0 0.0
C 0.0 0.0 0.0
C 0.0 0.0 0.0
C 0.0 0.0 -0.1
C 0.0 0.0 0.0
P 0.0 0.2 0.0
C -0.1 -0.1 0.0
C 0.0 0.0 0.0
C 0.0 0.0 0.0
C 0.0 0.0 0.0
C 0.0 0.0 0.0
C 0.1 0.0 0.1
C -0.2 -0.1 -0.1
C 0.0 0.0 0.0
C 0.0 0.0 0.0
C 0.0 0.0 0.0
C 0.0 0.0 -0.1
C 0.1 0.0 0.1
H 0.0 0.0 0.0
H 0.0 0.0 0.0
H 0.0 0.0 0.0
H 0.0 0.0 0.0
H 0.0 0.0 0.0
H 0.0 0.0 0.0
H 0.0 0.0 0.0
H 0.0 0.0 0.0
H 0.0 0.0 0.0
H 0.0 0.0 0.0
H 0.0 0.0 0.0
H 0.0 0.0 0.0
H 0.0 0.0 0.0
H 0.0 0.0 0.0
H 0.0 0.0 0.0
H 0.0 0.0 0.0
H 0.0 0.0 0.0
H 0.0 0.0 0.0
H 0.0 0.0 0.0
H 0.0 0.0 0.0
H 0.0 0.0 0.0
H 0.0 0.0 0.0
H 0.0 0.0 0.0
H 0.0 0.0 0.0
H 0.0 0.0 0.0
H 0.0 0.0 0.0

Computed properties:
<S²>: 2.004
Largest force on an atom (eV Å⁻¹): 0.8
Frontier orbital gap (alpha / beta) (eV): 6.9 / 8.3
HOMO energy (alpha / beta) (eV): -6.35 / -7.76
2S+1: 3

DFT (wB97M-V/def2-TZVPD) results for C42H36BrGeN5O2SSeTi as an isolated structure.

Geometry (Å):
Ti 1.524 -1.373 0.816
C 1.613 -3.600 -3.714
N 0.475 -3.430 -2.808
C -0.658 -4.219 -2.821
C -1.483 -3.756 -1.865
N -0.841 -2.680 -1.263
C 0.357 -2.493 -1.865
S 1.505 -1.255 -1.547
C -1.422 -1.929 -0.203
C -2.780 -1.690 -0.256
C -3.399 -1.092 0.829
C -2.636 -0.765 1.937
C -1.276 -0.984 1.885
N -0.652 -1.549 0.832
H 1.398 -3.119 -4.666
H 1.779 -4.664 -3.857
H 2.493 -3.152 -3.261
H -0.766 -5.045 -3.502
H -2.439 -4.114 -1.529
H -3.331 -1.942 -1.150
H -4.461 -0.886 0.801
H -3.067 -0.315 2.819
H -0.646 -0.674 2.707
Br 3.087 -7.738 -0.107
C 2.537 -5.988 0.285
C 1.192 -5.726 0.517
C 0.785 -4.428 0.786
C 1.711 -3.385 0.833
C 3.063 -3.679 0.635
C 3.480 -4.969 0.348
H 0.474 -6.534 0.490
H -0.268 -4.246 0.970
H 3.827 -2.903 0.692
H 4.527 -5.190 0.189
O 0.915 0.525 1.468
C 1.920 1.000 0.852
O 2.817 0.113 0.538
C 1.936 2.394 0.363
C 1.214 2.319 -1.014
Ge -0.471 3.345 -1.289
C -1.192 3.872 0.439
C -1.474 2.912 1.413
C -1.993 3.276 2.646
C -2.245 4.614 2.923
C -1.973 5.580 1.966
C -1.448 5.209 0.734
C -1.675 1.985 -2.042
C -1.201 1.092 -3.010
C -2.030 0.129 -3.569
C -3.363 0.048 -3.177
C -3.849 0.924 -2.216
C -3.007 1.876 -1.650
C -0.219 4.831 -2.490
C -1.228 5.200 -3.379
C -1.066 6.289 -4.221
C 0.111 7.024 -4.185
C 1.125 6.669 -3.306
C 0.958 5.578 -2.465
H 2.951 2.773 0.271
H 1.378 2.995 1.084
H 0.836 1.306 -1.170
H 1.932 2.482 -1.818
H -1.284 1.862 1.208
H -2.203 2.524 3.397
H -2.652 4.902 3.883
H -2.171 6.622 2.178
H -1.240 5.977 -0.003
H -0.177 1.165 -3.363
H -1.653 -0.527 -4.346
H -4.025 -0.671 -3.644
H -4.893 0.885 -1.928
H -3.405 2.557 -0.906
H -2.152 4.633 -3.425
H -1.855 6.568 -4.907
H 0.238 7.875 -4.841
H 2.043 7.241 -3.278
H 1.762 5.316 -1.784
Se 3.964 -0.488 3.084
N 2.455 -1.450 2.763
C 2.173 -2.143 3.864
C 1.062 -3.016 4.051
C 0.925 -3.635 5.251
C 1.851 -3.442 6.331
C 2.916 -2.623 6.196
C 3.103 -1.945 4.949
N 4.101 -1.119 4.712
H 0.359 -3.188 3.249
H 0.089 -4.304 5.409
H 1.682 -3.968 7.260
H 3.629 -2.458 6.992

Force components x, y, z for each atom (eV/Å):
Ti -0.1 0.3 0.5
C 0.0 0.0 0.1
N 0.0 0.0 0.0
C 0.0 0.0 0.0
C 0.1 -0.1 0.0
N 0.0 0.1 0.0
C 0.1 0.0 0.0
S -0.1 0.0 -0.2
C 0.0 0.0 0.0
C 0.0 0.0 0.0
C 0.0 0.0 0.0
C 0.0 0.0 0.0
C 0.1 0.1 0.1
N -0.1 -0.2 -0.2
H 0.0 0.0 0.0
H 0.0 0.0 0.0
H 0.0 0.0 0.0
H 0.0 0.0 0.0
H 0.0 0.0 0.0
H 0.0 0.0 0.0
H 0.0 0.0 0.0
H 0.0 0.0 0.0
H 0.0 0.0 0.0
Br 0.0 0.0 0.0
C 0.0 0.1 0.0
C 0.0 0.0 0.0
C 0.1 -0.1 0.0
C -0.2 -0.2 0.1
C 0.0 0.1 -0.1
C 0.1 -0.1 0.0
H 0.0 0.0 0.0
H 0.0 0.0 0.0
H 0.0 0.0 0.0
H 0.0 0.0 0.0
O 0.1 -0.1 -0.2
C -0.2 -0.2 0.1
O 0.3 0.2 -0.2
C -0.1 0.1 0.2
C 0.0 -0.1 -0.1
Ge 0.0 -0.1 0.2
C 0.0 0.1 0.0
C 0.0 -0.1 0.0
C 0.0 0.0 0.0
C 0.0 0.0 0.0
C 0.0 0.0 0.1
C 0.0 0.1 -0.1
C 0.1 -0.1 -0.1
C 0.0 0.0 0.0
C -0.1 0.0 0.0
C 0.0 0.0 0.0
C 0.0 0.0 0.0
C -0.1 0.1 0.1
C 0.0 0.1 -0.1
C -0.1 0.0 0.0
C 0.0 0.1 0.0
C 0.0 0.0 0.0
C 0.0 0.0 0.0
C 0.1 0.0 0.0
H 0.0 -0.1 0.0
H 0.0 0.1 0.0
H 0.1 0.0 0.0
H -0.1 0.1 0.0
H 0.0 0.0 0.0
H 0.0 0.0 0.0
H 0.0 0.0 0.0
H 0.0 0.0 0.0
H 0.0 0.0 0.0
H 0.0 0.0 0.0
H 0.0 0.0 0.0
H 0.0 0.0 0.0
H 0.0 0.0 0.0
H 0.0 0.0 0.0
H 0.0 0.0 0.0
H 0.0 0.0 0.0
H 0.0 0.0 0.0
H 0.0 0.0 0.0
H 0.0 0.0 0.0
Se 0.0 -0.1 0.1
N 0.2 0.0 0.0
C -0.1 -0.1 -0.1
C 0.0 0.0 0.0
C 0.0 0.0 0.0
C 0.0 0.0 0.0
C 0.0 0.0 0.0
C 0.1 0.0 0.1
N 0.0 0.1 -0.2
H 0.0 0.0 0.0
H 0.0 0.0 0.0
H 0.0 0.0 0.0
H 0.0 0.0 0.0

Computed properties:
Largest force on an atom (eV Å⁻¹): 0.6
Frontier orbital gap (eV): 6.1
Charge: +2
HOMO energy (eV): -12.89

DFT (wB97M-V/def2-TZVPD) results for C42H36N2O2P2SiSr as an isolated structure at a distorted geometry.

Geometry (Å):
Sr -0.245 -0.711 -1.998
C -0.901 3.409 -2.548
Si -0.697 2.173 -1.061
C 1.002 2.887 -0.404
C 1.315 4.250 -0.534
C 2.486 4.802 -0.061
C 3.424 3.999 0.580
C 3.171 2.651 0.698
C 1.989 2.097 0.195
P 1.809 0.282 0.324
C 2.077 0.058 2.115
C 1.049 0.505 2.939
C 1.178 0.454 4.313
C 2.334 -0.057 4.887
C 3.365 -0.500 4.075
C 3.242 -0.434 2.695
C 3.336 -0.354 -0.437
C 3.660 -1.697 -0.243
C 4.726 -2.270 -0.908
C 5.467 -1.518 -1.811
C 5.139 -0.192 -2.028
C 4.085 0.391 -1.339
C -2.011 2.945 0.135
C -1.713 4.132 0.796
C -2.662 4.877 1.483
C -3.975 4.464 1.509
C -4.304 3.262 0.900
C -3.350 2.485 0.251
P -4.016 0.790 -0.018
C -2.963 -0.120 1.177
C -3.127 0.214 2.523
C -2.439 -0.472 3.506
C -1.575 -1.505 3.169
C -1.385 -1.831 1.837
C -2.075 -1.138 0.860
C -3.511 0.155 -1.663
C -3.325 1.053 -2.720
C -3.028 0.608 -3.995
C -2.888 -0.752 -4.251
C -3.125 -1.661 -3.226
C -3.454 -1.214 -1.952
H -1.247 4.395 -2.242
H -1.579 3.060 -3.325
H 0.073 3.538 -3.016
H 0.607 4.900 -1.024
H 2.674 5.859 -0.183
H 4.340 4.419 0.970
H 3.902 2.010 1.179
H 0.142 0.912 2.503
H 0.372 0.811 4.937
H 2.432 -0.103 5.961
H 4.275 -0.885 4.512
H 4.067 -0.758 2.072
H 3.065 -2.305 0.428
H 4.971 -3.308 -0.735
H 6.294 -1.967 -2.343
H 5.710 0.401 -2.728
H 3.853 1.438 -1.502
H -0.702 4.508 0.774
H -2.366 5.789 1.982
H -4.731 5.045 2.012
H -5.320 2.892 0.964
H -3.811 1.007 2.801
H -2.589 -0.204 4.541
H -1.037 -2.036 3.939
H -0.709 -2.625 1.555
H -2.000 -1.437 -0.179
H -3.378 2.122 -2.525
H -2.879 1.327 -4.787
H -2.638 -1.100 -5.244
H -3.074 -2.727 -3.410
H -3.678 -1.961 -1.198
C -1.424 -6.415 -0.451
N -0.610 -5.330 -0.960
C 0.677 -5.522 -1.333
C 1.427 -4.516 -1.817
C 0.815 -3.219 -1.901
O 1.462 -2.234 -2.340
N -0.472 -3.031 -1.509
C -1.220 -4.074 -1.063
O -2.394 -3.951 -0.764
H -0.819 -7.317 -0.439
H -2.298 -6.557 -1.088
H -1.768 -6.183 0.557
H 1.053 -6.533 -1.224
H 2.447 -4.652 -2.125

Force components x, y, z for each atom (eV/Å):
Sr -1.0 1.6 -0.1
C 0.0 -0.1 0.1
Si 0.4 0.5 -0.1
C -0.1 0.0 0.1
C -0.1 0.0 0.0
C 0.1 0.0 0.0
C 0.0 0.0 0.0
C 0.0 0.0 0.0
C 0.1 -0.2 0.1
P -0.2 -0.1 -0.1
C 0.1 0.1 0.0
C -0.1 0.0 0.0
C 0.0 0.0 0.1
C 0.0 0.0 0.0
C 0.0 0.0 0.0
C 0.0 0.0 -0.1
C 0.0 0.0 0.0
C 0.0 0.0 0.0
C 0.0 0.0 -0.1
C 0.0 0.0 0.0
C 0.0 0.0 0.0
C 0.0 0.1 0.0
C -0.3 -0.2 -0.1
C 0.0 0.1 0.0
C 0.1 0.1 0.0
C -0.1 -0.1 0.0
C -0.2 0.0 0.1
C 0.3 -0.1 -0.1
P -0.1 -0.1 -0.1
C 0.1 0.0 0.0
C -0.1 0.0 -0.1
C 0.0 0.0 0.0
C 0.1 0.0 0.0
C 0.0 0.0 0.2
C -0.2 0.2 -0.4
C 0.2 0.2 -0.1
C 0.0 0.1 0.2
C 0.1 0.0 0.0
C 0.0 -0.1 0.0
C 0.1 -0.1 -0.1
C -0.3 0.0 0.2
H -0.1 0.2 0.1
H -0.1 -0.1 0.0
H 0.2 0.0 -0.1
H -0.1 0.1 -0.1
H 0.0 0.1 0.0
H 0.1 0.0 0.0
H 0.0 0.0 0.0
H 0.0 0.0 0.0
H -0.1 0.0 0.1
H 0.0 0.0 0.1
H 0.1 0.0 0.0
H 0.0 0.0 0.0
H 0.0 0.0 0.0
H 0.0 -0.1 0.0
H 0.1 0.0 0.0
H 0.0 0.0 -0.1
H 0.0 -0.1 0.0
H 0.1 0.0 0.0
H 0.0 0.1 0.0
H -0.1 0.1 0.1
H -0.1 0.0 0.0
H 0.0 0.0 0.0
H 0.0 0.0 0.1
H 0.0 -0.1 0.1
H 0.1 -0.1 0.0
H 0.2 -0.2 0.3
H -0.1 -0.2 0.0
H 0.0 0.0 -0.1
H 0.0 0.0 0.0
H 0.0 0.0 0.0
H 0.1 0.1 0.0
C -0.2 -0.1 0.1
N -0.1 0.0 0.1
C 0.2 0.0 -0.1
C -0.1 -0.2 0.2
C 0.1 -0.4 0.0
O 0.6 -0.1 -0.3
N 0.5 -1.1 0.1
C 0.0 0.3 -0.2
O -0.4 -0.3 0.2
H 0.0 -0.1 0.0
H 0.0 0.0 0.1
H 0.0 0.0 -0.1
H 0.0 0.0 0.0
H 0.1 0.0 0.0

Computed properties:
Largest force on an atom (eV Å⁻¹): 1.9
Frontier orbital gap (eV): 6.6
HOMO energy (eV): -6.46

Record order is preserved below.
Relative energy (zero: lowest compared OMol25 entry of this formula, charge and spin): 0.0, 2.0, 0.0 kcal per mole